[1]
# C5H8N2

A single C5H8N2 molecule at a distorted geometry (wB97M-V/def2-TZVPD, OMol25).

Output
- Spin multiplicity: 1
- E_HOMO: -8.37 eV
- Energy above the lowest of the compared OMol25 structures with the same formula, charge and spin: 97.6 kcal/mol
- Kohn-Sham gap: 8.944 eV
- Lowest unoccupied orbital energy: 0.02126 Eh

Atoms and positions in Å:
C -1.02730 -1.38321 0.10842
C -0.32424 -0.04257 0.19949
C 0.68887 0.04743 1.32011
N 0.16859 0.34766 -1.18976
C -1.11041 1.08575 -0.35262
C 1.20192 1.17040 -1.48237
N 2.02103 1.92503 -1.80488
H -1.67476 -1.47869 0.98584
H -0.33582 -2.23285 0.08620
H -1.68443 -1.39797 -0.76691
H 1.30414 -0.85682 1.39637
H 1.34182 0.92023 1.22407
H 0.13018 0.15058 2.25744
H -0.10717 -0.26593 -1.94876
H -0.59242 2.01097 -0.03262

=====

[2]
# C5H8N2

A molecular structure, C5H8N2 (wB97M-V/def2-TZVPD, OMol25).

Output
- Spin multiplicity: 1
- E_HOMO: -7.65 eV
- Energy above the lowest of the compared OMol25 structures with the same formula, charge and spin: 107.2 kcal/mol
- Kohn-Sham gap: 8.410 eV
- Lowest unoccupied orbital energy: 0.02785 Eh

Atoms and positions in Å:
C -0.59471 1.69556 -1.91783
N -0.25240 0.83447 -0.80995
C 0.79709 0.10110 -0.90477
C 1.11185 -0.84110 0.15022
C 0.12640 -0.90302 1.06859
N -0.15098 -1.58441 2.30221
C -1.13579 -0.37872 1.23750
H 0.12519 1.65274 -2.75229
H -1.58301 1.41929 -2.30319
H -0.66264 2.73455 -1.57386
H 1.45235 0.14427 -1.78824
H 1.99875 -1.46299 0.14445
H 0.48822 -1.40904 3.06773
H -0.48566 -2.53584 2.24918
H -1.23466 0.53315 1.83025

=====

[3]
# C5H8N2

A single C5H8N2 molecule at a distorted geometry (wB97M-V/def2-TZVPD, OMol25).

Output
- Spin multiplicity: 1
- E_HOMO: -9.78 eV
- Energy above the lowest of the compared OMol25 structures with the same formula, charge and spin: 59.5 kcal/mol
- Kohn-Sham gap: 10.537 eV
- SMILES: CC1(C)N[C@H]1C#N
- Lowest unoccupied orbital energy: 0.02766 Eh

Atoms and positions in Å:
C -0.84356 1.47007 0.04614
C -0.26782 0.08476 0.03859
C -1.17614 -1.04006 0.51308
N 0.39649 -0.50484 -1.09464
C 1.14974 -0.33374 0.24382
C 2.47230 -0.01078 -0.21524
N 3.47569 -0.22775 -0.75577
H -1.30118 1.66445 1.02167
H -1.63008 1.52833 -0.71445
H -0.09350 2.24063 -0.15000
H -2.01532 -1.08846 -0.18761
H -0.63253 -1.98585 0.40224
H -1.53134 -0.93625 1.53770
H 0.75426 0.26601 -1.67616
H 1.24299 -1.12652 0.99063

=====

[4]
# C5H8N2

A single C5H8N2 molecule (wB97M-V/def2-TZVPD, OMol25).

Output
- Spin multiplicity: 1
- E_HOMO: -8.46 eV
- Energy above the lowest of the compared OMol25 structures with the same formula, charge and spin: 22.3 kcal/mol
- Kohn-Sham gap: 9.325 eV
- SMILES: Cc1cn(C)cn1
- Lowest unoccupied orbital energy: 0.03184 Eh

Atoms and positions in Å:
C -0.78839 -0.20307 -2.22866
C -0.88214 -0.45170 -0.76406
C 0.17682 -0.90507 -0.05360
N 0.13514 -0.27329 1.17831
C 1.39176 0.31645 1.61905
C -1.02796 0.45772 1.15367
N -1.68668 0.34704 0.03529
H -1.70632 0.23058 -2.61883
H -0.00232 0.56112 -2.30406
H -0.45852 -1.06951 -2.80362
H 1.02473 -1.49724 -0.36501
H 1.78319 0.97961 0.83380
H 1.24194 0.90399 2.52404
H 2.12309 -0.47154 1.80090
H -1.32433 1.07490 1.99276